The following is a DFT calculation (wB97M-V/def2-TZVPD) of a gas-phase ion, C3H8NO2 (charge +1) in a non-equilibrium geometry.

* total charge: +1
* energy relative to the best compared isomer or geometry (same formula, charge and spin): 109.93 kJ/mol
* HOMO-LUMO gap: 11.785 eV

CARTESIAN COORDINATES (ANGSTROEM)
H  -1.37078  0.55413  1.20183
H  0.28595  -0.63813  1.66367
C  -0.28722  -0.32549  -0.33588
H  -0.85364  1.64205  0.17775
H  2.21076  1.01003  -1.84442
O  1.51345  1.08723  0.34844
C  0.07027  -1.28214  0.81105
N  -1.26268  0.70146  0.19474
H  -0.58696  -2.03041  1.23565
H  0.88866  -1.87608  0.45436
C  0.96972  0.47878  -0.53410
H  -0.72536  -0.74808  -1.22848
H  -2.14064  0.73732  -0.32324
O  1.28847  0.68936  -1.82136


The following is a DFT calculation (wB97M-V/def2-TZVPD) of C16H24N2O2 in the gas phase.

* energy relative to the best compared isomer or geometry (same formula, charge and spin): 145.82 kJ/mol
* HOMO-LUMO gap: 8.133 eV

CARTESIAN COORDINATES (ANGSTROEM)
C  4.78184  1.28972  0.01914
H  -5.17611  1.76352  -0.61502
C  -4.46963  0.93256  1.82055
O  -1.37466  -1.98293  -0.32436
C  -3.83100  0.49590  0.49656
C  3.80517  -1.99092  1.14581
H  -4.09290  1.90713  2.12719
H  -1.56557  1.29680  -0.93895
C  -4.10762  1.57092  -0.56405
H  -5.54927  1.00181  1.71741
H  3.12345  1.85369  -1.27867
H  -1.83771  -1.70812  0.48333
H  5.90391  2.80506  1.01925
C  -1.33168  -0.84231  -1.14423
C  -4.47444  -0.82922  0.06605
C  1.70348  -2.08248  -0.06736
C  1.89803  -0.83043  -0.61656
H  -3.60417  2.50220  -0.30991
H  5.84611  0.00993  1.32885
H  -0.27529  -0.30777  -2.94668
N  5.02960  0.15968  0.76133
H  -2.18601  -0.87788  -1.84199
C  5.75089  2.41862  0.01088
H  -4.07477  -1.17638  -0.88097
C  2.64672  -2.64689  0.79626
O  1.05549  -0.18785  -1.48371
H  -4.24305  0.20991  2.60116
H  0.17655  -1.89264  -2.27092
H  5.37643  3.22218  -0.61628
N  -2.40123  0.28112  0.77070
H  6.71770  2.09564  -0.37715
H  -4.29302  -1.59339  0.81751
H  0.80406  -2.63673  -0.27902
H  -2.12978  0.87100  1.54751
C  3.06763  -0.13151  -0.27155
H  4.52927  -2.43527  1.81216
C  -1.41092  0.42881  -0.28557
C  3.58935  1.14491  -0.62471
H  -5.54835  -0.70029  -0.04506
H  2.44871  -3.62955  1.19816
C  4.00110  -0.72537  0.60438
C  -0.05994  -0.85236  -2.02205
H  -0.44339  0.55190  0.20771
H  -3.77497  1.24727  -1.54719


The following is a DFT calculation (wB97M-V/def2-TZVPD) of a molecular structure, C22H42N2O7SiTl.

* total charge: +1
* energy relative to the best compared isomer or geometry (same formula, charge and spin): 0.00 kJ/mol
* HOMO-LUMO gap: 8.586 eV

CARTESIAN COORDINATES (ANGSTROEM)
H  1.43937  3.40327  4.47883
H  1.18303  -0.74841  5.17768
C  -0.89550  -2.63429  0.95821
H  -3.08759  -0.25266  -2.38014
C  -1.18970  2.99573  -0.35429
N  3.50963  -2.96802  -1.05562
H  -2.04091  0.77798  4.08640
H  -0.06948  0.69124  -3.28322
H  0.11093  2.70788  -2.52668
Tl  0.41080  0.05563  0.86736
H  3.38314  -2.21514  0.86008
O  2.88339  0.60845  1.23939
C  -2.04315  2.39502  0.75045
C  0.44268  -0.17985  -2.86611
C  1.28203  -4.20627  0.27360
H  5.43783  -3.12997  -1.84198
H  4.47176  4.29352  0.95312
C  0.95526  -0.56727  4.12433
O  4.74038  1.46295  2.06117
H  -0.01270  -5.87540  0.59584
H  -3.02652  2.87398  0.75630
C  4.89408  -2.53097  -1.11268
O  1.25863  0.21157  -1.76256
H  -1.73174  3.05072  -1.30487
H  2.40009  3.15830  0.65869
C  0.07614  -4.79741  0.60330
H  1.86467  -0.78964  3.55933
Si  0.39483  1.20331  3.88251
H  1.41122  2.28659  5.83117
H  3.48232  -3.43107  -3.08829
C  -2.36487  0.18478  -1.67929
C  1.43292  -2.81722  0.27102
H  2.59713  1.56119  -1.12800
C  -0.55764  -1.21506  -2.39816
H  -1.33516  1.18911  5.64753
H  -1.96434  -4.47113  1.20652
C  2.88452  -2.88264  -2.36152
H  4.98941  -1.47004  -1.39808
H  1.24008  3.54221  -1.45623
N  4.05271  3.95380  1.80874
H  -3.85393  1.28770  -0.56980
C  -1.01933  -4.01329  0.94754
H  1.89160  -3.33508  -2.33623
O  -2.18367  0.98139  0.62745
H  -1.55770  2.55071  1.70719
C  3.51846  1.58298  1.58762
H  -0.89667  4.01344  -0.07573
C  1.58130  2.35673  4.75425
C  0.75611  2.57760  -1.65006
H  -0.03426  -2.08615  -2.00429
C  2.97943  3.00228  1.57219
C  -1.32208  1.43424  4.58270
H  0.18895  -1.29162  3.83563
H  -1.67818  2.46060  4.48015
H  1.07469  -0.60504  -3.65274
H  -3.55706  -0.36200  -0.00088
H  -1.17180  -1.53663  -3.24708
O  0.36551  1.55130  2.26070
H  2.27366  1.65452  -2.86518
H  2.65773  -1.16063  -0.34458
C  2.78034  -2.21692  -0.05318
H  3.75647  4.74777  2.35719
O  -0.03491  2.18107  -0.54282
H  -1.74717  -2.01812  1.21728
O  -1.36579  -0.74875  -1.33504
H  5.36566  -2.66505  -0.13959
H  2.25956  3.03187  2.39148
H  5.03785  2.37943  2.27304
C  1.81137  1.50776  -1.88362
C  -3.07829  0.53779  -0.39003
H  2.62589  2.08881  4.57766
H  -1.92899  1.06908  -2.15446
H  2.13882  -4.80789  -0.00184
C  0.32390  -2.06159  0.61137
H  2.78729  -1.83965  -2.70718


The following is a DFT calculation (wB97M-V/def2-TZVPD) of C17H21NO6 in the gas phase in a non-equilibrium geometry.

* energy relative to the best compared isomer or geometry (same formula, charge and spin): 161.26 kJ/mol
* HOMO-LUMO gap: 8.693 eV

CARTESIAN COORDINATES (ANGSTROEM)
H  6.59417  1.15450  7.90292
C  1.93501  1.70052  -2.77887
C  4.06699  2.09042  -1.67882
O  3.45158  -0.06245  4.46799
H  5.10403  2.40735  -1.67393
H  -4.37362  1.33219  2.30448
H  4.74092  0.12058  6.55608
H  3.75226  2.33998  -3.77690
H  4.68050  1.42133  2.22293
H  -3.24273  -0.38391  0.91603
O  5.07621  1.43054  4.96721
H  -4.32751  2.42455  0.88313
H  0.29129  1.09850  -1.47280
C  0.23924  1.40042  1.22539
C  -3.80221  2.10323  1.78558
C  -2.44393  1.55590  1.37748
H  4.14565  2.82397  3.18615
H  1.70879  -0.18242  1.09814
C  3.92848  1.76836  2.92409
C  -0.40090  0.98378  2.45925
C  1.36238  1.36095  -1.54514
C  3.28364  2.08010  -2.83133
C  4.08981  0.93745  4.20282
C  -2.65848  0.39896  0.40841
C  3.50887  1.67965  -0.46375
C  1.60412  0.94279  0.95503
O  -1.76925  2.67322  0.77459
O  0.14098  3.47551  0.00203
C  -0.40235  2.56797  0.61168
O  -1.75237  1.15283  2.57465
H  2.01781  1.00404  2.97789
C  6.13494  1.69231  7.06711
C  2.15612  1.38468  -0.39077
H  1.31650  1.68229  -3.67693
O  0.18372  0.51452  3.43515
C  5.54565  0.69508  6.09213
H  5.36651  2.36574  7.47254
H  6.90742  2.31536  6.59533
H  4.06185  1.62231  0.46693
H  -3.63828  2.96465  2.43495
N  2.55159  1.61834  2.34871
H  -3.26262  0.76143  -0.43692
H  -1.73596  -0.04784  0.01697
H  2.13160  2.54273  2.42254
H  6.33063  0.01666  5.73496


The following is a DFT calculation (wB97M-V/def2-TZVPD) of 2 unconnected molecules or ions with the total composition H4S4 in a non-equilibrium geometry.

* energy relative to the best compared isomer or geometry (same formula, charge and spin): 47.46 kJ/mol
* HOMO-LUMO gap: 8.591 eV

CARTESIAN COORDINATES (ANGSTROEM)
H  -1.72906  -0.25402  0.74766
S  -0.42461  -1.01742  2.63811
H  1.92502  -0.07485  -2.50487
H  1.42979  2.67504  -2.23669
H  -0.90382  -2.06580  3.35833
S  -2.07403  -1.42265  1.29070
S  1.42365  0.27182  -1.26364
S  0.35306  1.88788  -2.02959


The following is a DFT calculation (wB97M-V/def2-TZVPD) of 2 unconnected molecules or ions with the total composition C3H7N in a non-equilibrium geometry.

* energy relative to the best compared isomer or geometry (same formula, charge and spin): 413.64 kJ/mol
* HOMO-LUMO gap (spin up / spin down): 8.288 / 8.286 eV

CARTESIAN COORDINATES (ANGSTROEM)
H  1.17685  0.80151  2.36008
H  -1.04028  0.33687  0.53057
H  -0.14972  -1.35187  -1.30167
C  -1.39398  0.15206  -0.47262
C  1.43248  -0.32337  0.76240
N  0.78679  0.27700  1.57822
H  0.63778  0.44111  -1.57440
H  -1.50781  1.12243  -0.78945
C  -0.11723  -0.29706  -1.14584
H  2.46230  -0.58356  0.44739
H  -2.28719  -0.57512  -0.39468


The following is a DFT calculation (wB97M-V/def2-TZVPD) of a molecular structure, C4H9Br3Si in a non-equilibrium geometry.

* energy relative to the best compared isomer or geometry (same formula, charge and spin): 0.00 kJ/mol
* HOMO-LUMO gap (spin up / spin down): 6.846 / 6.522 eV

CARTESIAN COORDINATES (ANGSTROEM)
H  -1.58882  -0.50572  2.05386
H  -0.52817  2.02218  -1.40888
C  -0.55718  -1.18936  -1.38032
H  -2.08511  1.55561  -0.26880
Si  -0.17267  0.00693  0.02080
C  1.68410  0.43537  -0.17995
Br  2.50259  0.60131  -1.84184
H  -1.65302  -1.14151  -1.73335
H  -0.04459  -0.85626  -2.33998
Br  2.38820  -2.32191  0.47002
H  -0.16893  0.18115  2.48157
C  -0.97967  1.69404  -0.38570
H  -0.37570  -2.30437  -1.02983
H  -0.51682  2.48551  0.38838
H  0.07703  -1.46115  2.09497
C  -0.49488  -0.48898  1.78569
Br  2.51365  1.28716  1.27335


The following is a DFT calculation (wB97M-V/def2-TZVPD) of C19H35N3O5 in the gas phase in a non-equilibrium geometry.

* energy relative to the best compared isomer or geometry (same formula, charge and spin): 988.28 kJ/mol
* HOMO-LUMO gap: 10.340 eV

CARTESIAN COORDINATES (ANGSTROEM)
C  4.18522  2.53873  -0.01448
H  4.97414  -1.64489  1.15964
C  5.05448  1.41526  -0.77163
C  4.12102  -3.36589  0.01523
H  -8.33004  0.48016  2.92960
H  -1.14936  1.28685  -0.32937
H  -0.17851  -3.26716  -1.26606
H  4.84791  3.49265  0.00705
C  2.82621  2.95851  -0.76370
C  -0.32005  -0.45428  -1.44774
C  0.53949  0.55362  0.89919
H  4.02256  3.20380  2.12558
H  -3.77014  -2.21989  -0.80241
H  4.70543  1.46494  1.98916
C  3.93136  2.19152  1.56528
H  3.78705  -4.45777  0.21254
C  -6.38007  0.22786  1.81421
H  -5.82327  -0.15036  2.74744
H  3.14123  3.66067  -1.63369
H  1.77029  -3.84724  0.74445
N  1.04772  -0.01460  1.83057
H  5.11050  1.60265  -1.90664
H  -8.18799  -1.19538  2.15799
O  -6.30860  1.69630  1.67306
H  1.94620  -4.25679  -1.04323
O  3.00300  -2.52879  -0.45870
H  3.92530  -2.72680  2.24053
H  2.46190  4.65619  0.63949
H  2.21759  1.78232  -2.56191
C  1.83457  -3.37754  -0.31704
C  -0.23845  -0.12416  -3.04118
H  1.29035  3.20822  0.94240
C  -2.70692  -0.48658  -1.71121
H  -2.86392  -0.80797  -2.81545
H  4.95782  -3.45362  -0.78141
H  4.73769  0.35133  -0.49828
H  -4.92202  -1.04867  -1.62616
H  -5.87732  1.98573  2.50651
O  0.58896  1.94530  -1.25176
N  -0.20567  0.41338  -4.11999
H  6.14492  1.53138  -0.39130
H  -8.56557  0.32885  1.09303
C  0.42913  -2.57239  -0.56416
C  -5.82392  -0.37867  0.43839
C  4.68044  -2.73108  1.37945
O  -1.54914  -1.09921  -1.08672
C  1.81052  3.83571  0.14325
C  2.01319  1.71377  -1.42080
H  -6.17390  0.33206  -0.39888
O  0.80572  -1.31344  -1.17375
C  -0.07970  0.89392  -0.54989
C  -4.00124  -1.09766  -0.92605
H  -6.26676  -1.44059  0.27686
H  -0.04368  -2.47571  0.47837
H  2.85416  1.84578  1.72694
C  -7.97338  -0.08484  1.98191
N  -4.30400  -0.38156  0.35383
H  -4.04045  -1.06480  1.09877
H  2.38845  0.68412  -1.09924
H  -2.76643  0.65581  -1.58892
H  5.62598  -3.27396  1.73197
H  1.07001  4.40494  -0.54092


Which of these has the highest energy relative to the best compared isomer or geometry (same formula, charge and spin)?
C19H35N3O5


The highest energy relative to the best compared isomer or geometry (same formula, charge and spin) belongs to which entry?
C19H35N3O5